Computed, not measured: a structure of composition C30H45HfNO4P2, with ωB97M-V/def2-TZVPD.

Element x y z (Å)
Hf  -1.09265  1.02260  0.18372
C  1.76372  0.07680  0.32451
C  1.33797  1.35287  -0.19643
C  0.33482  1.03356  1.90094
C  1.26867  -0.07176  1.62432
C  0.67869  2.08936  0.91007
C  2.83355  -0.79791  -0.24610
H  2.90797  -0.72766  -1.33578
H  2.70771  -1.86662  -0.00201
H  3.81412  -0.50171  0.16039
C  1.72667  -1.02641  2.67001
H  2.46026  -1.74843  2.27573
H  0.88341  -1.61310  3.06120
H  2.21004  -0.54887  3.54862
C  -0.19859  1.39701  3.24201
H  0.41769  2.22704  3.63312
H  -0.16430  0.55803  3.94793
H  -1.22995  1.75227  3.13720
C  -0.29429  3.25850  0.63128
H  0.35941  4.02027  1.06188
H  -1.27412  3.30968  1.17578
H  -0.48580  3.57739  -0.42901
C  1.96789  2.07053  -1.36505
H  2.59952  2.91008  -1.01989
H  1.17904  2.50437  -1.98978
H  2.57659  1.40650  -1.99944
C  -0.70263  -2.41302  -2.40078
C  0.42692  -1.90646  -2.95455
C  0.49376  -0.51964  -3.63040
C  -0.64124  0.55448  -3.67033
C  -1.38513  1.06380  -2.43949
C  -2.88303  0.68249  -2.39014
C  -3.06439  -0.83074  -2.06809
C  -2.10332  -1.92786  -2.71735
H  0.69550  -0.73898  -4.70410
H  -1.30053  0.19570  -4.52957
H  1.38673  0.03272  -3.27853
H  -2.03860  -1.73611  -3.84063
H  -0.69316  -2.84348  -1.35821
H  1.36973  -2.16405  -2.45372
H  -2.74365  -2.82220  -2.57389
H  -3.16271  -0.97461  -0.96825
H  -3.42734  1.21179  -1.56139
H  -4.08339  -1.12928  -2.40388
H  -0.18972  1.45040  -4.15025
H  -1.36337  2.19892  -2.43502
P  -2.74507  -0.94751  -5.34118
C  -3.43557  -2.52059  -5.91552
C  -2.03197  -0.24617  -6.86424
P  -3.75728  1.45831  -3.71498
C  -4.13288  0.08527  -4.85983
C  -2.99119  2.73753  -4.70992
C  -5.38939  2.02249  -3.23275
H  -4.26456  -2.84382  -5.24978
H  -2.60097  -3.25796  -5.94410
H  -3.79246  -2.26910  -6.93693
H  -2.82383  -0.47052  -7.59600
H  -1.10578  -0.81085  -7.07430
H  -1.84796  0.84006  -6.76063
H  -6.01319  1.90398  -4.13641
H  -5.29560  3.07955  -2.93336
H  -5.76901  1.40954  -2.40337
H  -4.91431  -0.56582  -4.41792
H  -4.47246  0.48895  -5.83212
H  -3.25040  3.69129  -4.23868
H  -3.46514  2.67244  -5.70643
H  -1.89963  2.68128  -4.81866
O  -3.34715  0.42898  1.62961
C  -2.57007  -0.56405  1.78678
O  -1.70408  -0.92755  0.83876
C  -2.45685  -1.42898  2.97251
C  -2.98794  -0.95317  4.17418
C  -2.62277  -1.57863  5.37909
C  -1.67222  -2.63257  5.32328
C  -1.15671  -3.12168  4.10678
C  -1.54594  -2.49995  2.93256
N  -0.94577  -2.94052  6.51306
O  -1.34749  -2.39788  7.57139
O  -0.00658  -3.76639  6.45419
H  -3.67368  -0.10394  4.17309
H  -2.99178  -1.26335  6.34869
H  -0.46372  -3.96805  4.09682
H  -1.12793  -2.80239  1.96569

Cartesian forces (eV/Å) of the 2 atoms listed first:
Hf -1.466 -3.800 -2.092
C -0.156 0.551 0.138

* highest occupied orbital energy: -12.1 eV
* charge: +2
* lowest unoccupied orbital energy: -0.2531 Ha
* ΔE to the lowest compared entry with this formula, charge and spin: 118.7 kJ/mol

---

Computed, not measured: a structure of composition C30H45LaNO3P2S, with ωB97M-V/def2-TZVPD.

Element x y z (Å)
La  0.04000  -0.69925  1.48983
C  -0.87610  -2.70194  2.36182
C  0.47778  -3.04392  1.87709
C  0.70138  -1.33604  3.54903
C  -0.74816  -1.64017  3.38884
C  1.45365  -2.21670  2.62033
C  -2.13985  -3.33427  1.92692
H  -2.04955  -3.75218  0.92322
H  -2.97684  -2.63041  1.94560
H  -2.35843  -4.15154  2.62206
C  -1.83851  -0.95904  4.10226
H  -2.80539  -1.15623  3.63666
H  -1.69398  0.12616  4.12549
H  -1.85320  -1.33193  5.12739
C  1.26131  -0.31722  4.44687
H  1.37771  -0.76266  5.43558
H  0.58900  0.54261  4.52966
H  2.23021  0.04835  4.10493
C  2.92487  -2.28091  2.49212
H  3.29733  -2.96001  3.26572
H  3.39115  -1.30218  2.63639
H  3.21960  -2.67453  1.51824
C  0.80954  -4.12313  0.91738
H  1.02523  -5.03229  1.49028
H  1.68975  -3.87856  0.31737
H  -0.02532  -4.33030  0.24541
C  -1.71700  0.63815  -5.48127
C  -1.78140  -0.69900  -5.49224
C  -0.95797  -1.69746  -6.24975
C  0.39832  -1.20717  -6.81263
C  1.32865  -0.69722  -5.75165
C  1.38865  0.52186  -5.20142
C  0.57246  1.74775  -5.48558
C  -0.77400  1.54113  -6.22065
H  -1.55313  -2.12005  -7.07650
H  0.22784  -0.46647  -7.60165
H  -0.76173  -2.54603  -5.57193
H  -0.59063  1.19705  -7.24439
H  -2.43577  1.16082  -4.83112
H  -2.56466  -1.15799  -4.87455
H  -1.24640  2.53724  -6.31601
H  0.36484  2.23713  -4.51824
H  2.16137  0.67849  -4.43765
H  1.17820  2.47441  -6.05298
H  0.87480  -2.07375  -7.30884
H  2.03900  -1.44646  -5.36815
P  -1.24217  -0.57363  -0.68075
C  -2.74728  0.27660  -0.55709
C  -1.40968  -1.95961  -1.71935
P  1.58610  0.00559  -0.36627
C  0.09885  0.52360  -1.36381
C  2.50054  -1.15009  -1.28234
C  2.57355  1.37587  0.03249
H  -2.72703  1.05161  0.22769
H  -3.53632  -0.44787  -0.30176
H  -2.95146  0.71559  -1.53469
H  -1.55129  -1.58012  -2.73167
H  -2.30319  -2.52181  -1.40716
H  -0.55174  -2.64885  -1.69276
H  2.84228  1.86538  -0.90343
H  3.48084  1.02468  0.54670
H  2.06475  2.08816  0.69570
H  -0.14524  1.56449  -1.10341
H  0.24169  0.41787  -2.44982
H  3.45649  -1.32373  -0.76538
H  2.68771  -0.70230  -2.25822
H  1.99988  -2.12229  -1.40367
O  -2.30069  1.71185  2.58547
C  -1.18842  2.19190  2.89783
N  0.02511  1.68565  2.45059
S  1.32278  2.80226  2.86604
O  2.50064  2.13032  3.27412
O  1.42801  3.76232  1.84894
C  0.30995  3.61613  4.12091
C  0.72426  4.56900  5.05787
C  -0.25933  5.18058  5.84659
C  -1.60873  4.84636  5.65815
C  -1.99701  3.90750  4.70002
C  -1.01504  3.29001  3.90209
H  1.77980  4.81385  5.16605
H  0.04118  5.91477  6.59382
H  -2.36095  5.33303  6.28436
H  -3.04345  3.64121  4.56689

Cartesian forces (eV/Å) of the 2 atoms listed first:
La -2.251 10.894 -1.875
C 2.432 -0.757 2.147

* highest occupied orbital energy: -10.6 eV
* charge: +1
* lowest unoccupied orbital energy: -0.1088 Ha

---

Taking the records one at a time from the top gives gap between HOMO and LUMO values of 5.20 7.61 eV.